Below is a single C4H2OS molecule at a distorted geometry, with properties calculated with ωB97M-V/def2-TZVPD.

Each atom is followed by the atoms it is bonded to, with distances in Å.
Geometry (Å):
1 C 0.4914 -0.5073 -0.0050  C2 1.449, C4 1.345, H7 1.087
2 C 0.9135 0.4188 1.0264  C1 1.449, S6 1.653, H8 1.090
3 C -1.6628 -0.0867 -1.2805  C4 1.280, O5 1.165
4 C -0.5678 -0.5748 -0.8309  C1 1.345, C3 1.280
5 O -2.6345 0.1217 -1.8892  C3 1.165
6 S 0.5871 1.9937 1.4062  C2 1.653
7 H 1.1955 -1.3319 -0.0851  C1 1.087
8 H 1.6776 -0.0335 1.6580  C2 1.090

As for the charge: 0. The orbital gap is 6.994 eV. The value obtained for the relative energy (zero: lowest compared OMol25 entry of this formula, charge and spin) is 0.132 eV. Its SMILES is O=C=C=CC=S. Its LUMO energy is -2.296 eV. The spin multiplicity is 1.


Below is a single C4H2S2 molecule at a distorted geometry, with properties calculated with ωB97M-V/def2-TZVPD.

Each atom is followed by the atoms it is bonded to, with distances in Å.
Geometry (Å):
1 C -1.6677 0.2806 -1.0857  C2 1.434, H5 1.160, S7 1.593
2 C -0.4561 0.0344 -0.3600  C1 1.434, C3 1.239
3 C 0.5159 -0.1661 0.3820  C2 1.239, C4 1.411
4 C 1.7144 -0.3736 1.0968  C3 1.411, H6 1.082, S8 1.641
5 H -1.9545 1.3748 -0.8265  C1 1.160
6 H 2.1163 -1.3625 0.9187  C4 1.082
7 S -2.3708 -0.6076 -2.2062  C1 1.593
8 S 2.3207 0.6911 2.1880  C4 1.641

As for the charge: 0. The orbital gap is 7.151 eV. The value obtained for the relative energy (zero: lowest compared OMol25 entry of this formula, charge and spin) is 1.021 eV. Its SMILES is S=CC#CC=S. Its LUMO energy is -2.256 eV. The spin multiplicity is 1.


Copy entry 2 word for word.
Below is a single C4H2S2 molecule at a distorted geometry, with properties calculated with ωB97M-V/def2-TZVPD.

Each atom is followed by the atoms it is bonded to, with distances in Å.
Geometry (Å):
1 C -1.6677 0.2806 -1.0857  C2 1.434, H5 1.160, S7 1.593
2 C -0.4561 0.0344 -0.3600  C1 1.434, C3 1.239
3 C 0.5159 -0.1661 0.3820  C2 1.239, C4 1.411
4 C 1.7144 -0.3736 1.0968  C3 1.411, H6 1.082, S8 1.641
5 H -1.9545 1.3748 -0.8265  C1 1.160
6 H 2.1163 -1.3625 0.9187  C4 1.082
7 S -2.3708 -0.6076 -2.2062  C1 1.593
8 S 2.3207 0.6911 2.1880  C4 1.641

As for the charge: 0. The orbital gap is 7.151 eV. The value obtained for the relative energy (zero: lowest compared OMol25 entry of this formula, charge and spin) is 1.021 eV. Its SMILES is S=CC#CC=S. Its LUMO energy is -2.256 eV. The spin multiplicity is 1.


Q: What is the orbital gap in the first record?
A: 6.994 eV